[1]
C12H36AlF3N7O6P2S2 | ωB97M-V/def2-TZVPD

ORCA input file:
```
! wB97M-V def2-TZVPD RIJCOSX def2/J DEFGRID3
* xyz 1 1
Al 2.029 1.724 1.666
N 4.620 0.982 1.090
S 5.299 0.318 -0.149
O 5.801 -0.988 0.166
O 5.826 1.033 -1.255
F 3.847 -0.088 -0.851
S 6.024 1.591 1.792
O 6.520 2.675 1.025
O 6.920 0.748 2.485
F 5.176 2.319 2.936
F 0.061 1.276 3.489
O 1.263 -0.808 0.616
P 0.803 -2.181 0.400
N 0.580 -2.620 -1.186
C -0.245 -3.738 -1.620
C 1.450 -2.035 -2.229
N -0.575 -2.623 1.205
C -1.165 -3.955 1.270
C -1.347 -1.544 1.840
N 1.942 -3.322 0.949
C 1.931 -3.843 2.321
C 3.276 -3.283 0.340
H -1.304 -3.474 -1.633
H 0.018 -4.666 -1.117
H -0.066 -3.963 -2.674
H 1.844 -1.068 -1.924
H 0.882 -1.925 -3.150
H 2.282 -2.730 -2.361
H -1.724 -4.067 2.197
H -1.860 -4.117 0.444
H -0.404 -4.730 1.207
H -1.741 -1.838 2.810
H -0.678 -0.695 1.989
H -2.122 -1.192 1.154
H 1.544 -4.860 2.219
H 2.936 -3.874 2.739
H 1.327 -3.225 2.980
H 3.222 -3.320 -0.741
H 3.815 -4.183 0.651
H 3.867 -2.486 0.805
O -0.468 2.271 0.329
P -1.735 2.487 -0.390
N -1.734 3.904 -1.243
C -1.629 5.174 -0.529
C -1.132 3.922 -2.584
N -3.039 2.639 0.663
C -4.234 3.394 0.283
C -3.267 1.659 1.703
N -2.220 1.317 -1.470
C -3.475 1.461 -2.169
C -1.624 -0.015 -1.505
H -0.561 5.282 -0.305
H -2.190 5.170 0.403
H -1.943 6.040 -1.111
H -1.271 2.963 -3.083
H -0.051 4.023 -2.460
H -1.670 4.653 -3.183
H -5.033 2.683 0.053
H -4.472 4.015 1.150
H -4.114 4.050 -0.572
H -4.015 0.932 1.351
H -2.326 1.159 1.922
H -3.723 2.095 2.593
H -3.767 2.506 -2.250
H -3.456 1.132 -3.212
H -4.285 0.905 -1.683
H -1.535 -0.310 -2.553
H -2.281 -0.707 -0.971
H -0.625 -0.030 -1.073
*
```

Values from the calculation:
* relative energy (zero: lowest compared OMol25 entry of this formula, charge and spin): 2.19 kcal per mole
* LUMO energy: -9.06 eV
* HOMO-LUMO gap: 0.0902 Ha

These are the natural (NBO) partial charges, in e, on atoms 1 to 2: 1.417, -1.177

[2]
C9H15CuO12P2S2 | ωB97M-V/def2-TZVPD

ORCA input file:
```
! wB97M-V def2-TZVPD RIJCOSX def2/J DEFGRID3
* xyz -1 2
Cu -0.696 -0.737 -0.542
C 2.547 -3.635 -2.218
C 1.437 -3.381 -1.220
O 1.426 -4.359 -0.192
P -0.281 -3.462 -2.000
O -0.389 -2.596 -3.315
O -0.242 -4.970 -2.556
O -1.351 -3.220 -1.019
P 1.478 -1.698 -0.490
O 2.950 -1.345 -0.006
O 0.993 -0.753 -1.592
O 0.503 -1.750 0.706
H 2.404 -4.594 -2.714
H 3.507 -3.634 -1.700
H 2.551 -2.840 -2.964
H 0.821 -4.023 0.489
H -0.906 -1.780 -3.112
H -1.143 -5.326 -2.543
H 2.895 -0.416 0.316
O -1.287 1.287 -0.848
S -2.491 0.381 -1.009
O -3.745 1.052 -1.190
O -2.124 -0.562 -2.142
O -2.443 -0.489 0.278
C 0.973 1.342 3.335
S 0.451 1.146 1.640
O 1.746 1.242 0.860
C -0.376 2.722 1.522
C -1.596 2.891 2.161
C -2.262 4.099 2.029
C -1.719 5.109 1.243
C -0.516 4.909 0.584
C 0.166 3.708 0.724
H 1.606 2.228 3.384
H 1.535 0.449 3.604
H 0.103 1.447 3.982
H -2.040 2.074 2.718
H -3.214 4.244 2.522
H -2.249 6.047 1.130
H -0.114 5.684 -0.057
H 1.091 3.509 0.198
*
```

Values from the calculation:
* relative energy (zero: lowest compared OMol25 entry of this formula, charge and spin): 31.65 kcal per mole
* LUMO energy (spin up / spin down): 2.54 / 2.54 eV
* ⟨S²⟩: 0.75
* HOMO-LUMO gap (spin up / spin down): 0.3209 / 0.3135 Ha

These are the natural (NBO) partial charges, in e, on atoms 1 to 2: 1.426, -0.635

[3]
C6H16NO | ωB97M-V/def2-TZVPD

ORCA input file:
```
! wB97M-V def2-TZVPD RIJCOSX def2/J DEFGRID3
* xyz 2 2
C -0.558 2.125 1.490
C -0.578 0.926 0.642
C 0.743 0.012 0.791
C 1.601 0.285 -0.355
C 1.406 -0.120 -1.670
C 2.415 0.188 -2.653
N -1.704 -0.056 1.155
H -0.160 2.163 2.477
H 0.030 2.962 1.062
H -1.558 2.688 1.624
H -0.836 1.181 -0.433
H 0.397 -1.055 0.754
H 1.056 0.181 1.827
H 2.561 0.778 -0.173
H 0.423 -0.506 -1.925
H 2.144 0.626 -3.667
H 2.980 -0.706 -2.874
H 3.157 1.110 -2.450
H -1.683 -0.394 2.110
H -1.806 -0.858 0.525
H -2.617 0.468 1.113
H -2.637 -3.350 0.829
H -2.203 -3.139 -0.611
O -2.194 -2.717 0.255
*
```

Values from the calculation:
* relative energy (zero: lowest compared OMol25 entry of this formula, charge and spin): 32.79 kcal per mole
* LUMO energy (spin up / spin down): -8.30 / -11.93 eV
* ⟨S²⟩: 0.75
* HOMO-LUMO gap (spin up / spin down): 0.3970 / 0.2642 Ha

These are the natural (NBO) partial charges, in e, on atoms 1 to 2: -0.727, 0.010

[4]
C15H17N4 | ωB97M-V/def2-TZVPD

ORCA input file:
```
! wB97M-V def2-TZVPD RIJCOSX def2/J DEFGRID3
* xyz 1 1
C 0.821 4.021 -3.901
C 1.142 3.294 -2.639
C 0.847 1.898 -2.596
C 0.999 1.198 -1.371
C 1.462 1.874 -0.192
C 1.797 3.189 -0.328
C 1.633 3.938 -1.492
N 1.850 5.334 -1.447
N 1.388 1.404 1.094
C 0.828 0.136 1.209
C 0.327 -0.295 2.400
C -0.021 -1.742 2.661
N -0.342 -2.247 3.870
C -0.471 -1.362 5.044
C -0.549 -3.701 3.916
C -0.330 -2.418 1.401
C 0.016 -1.987 0.177
C 0.856 -0.726 -0.089
N 0.563 -0.050 -1.321
H 1.727 4.126 -4.433
H 0.196 3.419 -4.471
H 0.307 4.934 -3.781
H 0.575 1.387 -3.554
H 2.107 3.677 0.555
H 1.805 5.678 -0.510
H 1.367 5.905 -2.184
H 0.499 0.512 3.111
H -1.286 -1.501 5.736
H 0.503 -1.434 5.608
H -0.673 -0.284 4.672
H 0.229 -4.168 3.279
H -0.426 -4.100 4.929
H -1.478 -4.068 3.525
H -1.011 -3.293 1.276
H -0.048 -2.541 -0.730
H 1.840 -0.954 -0.377
*
```

Values from the calculation:
* relative energy (zero: lowest compared OMol25 entry of this formula, charge and spin): 60.94 kcal per mole
* LUMO energy: -4.94 eV
* HOMO-LUMO gap: 0.2149 Ha

These are the natural (NBO) partial charges, in e, on atoms 1 to 2: -0.640, -0.017

[5]
C4H8N2 | ωB97M-V/def2-TZVPD

ORCA input file:
```
! wB97M-V def2-TZVPD RIJCOSX def2/J DEFGRID3
* xyz 0 1
C -1.811 0.248 0.100
C -0.574 -0.615 -0.169
C 0.771 -0.005 0.307
N 1.926 -0.770 -0.091
C 0.850 1.409 -0.147
N 0.840 2.476 -0.596
H -1.697 1.251 -0.320
H -2.033 0.358 1.170
H -2.695 -0.202 -0.364
H -0.677 -1.577 0.348
H -0.475 -0.831 -1.236
H 0.678 -0.022 1.395
H 2.331 -0.595 -0.995
H 2.568 -1.124 0.596
*
```

Values from the calculation:
* relative energy (zero: lowest compared OMol25 entry of this formula, charge and spin): 9.69 kcal per mole
* LUMO energy: 0.89 eV
* HOMO-LUMO gap: 0.3890 Ha

These are the natural (NBO) partial charges, in e, on atoms 1 to 2: -0.625, -0.382

[6]
C31H19F3N7O2S2Ta | ωB97M-V/def2-TZVPD

ORCA input file:
```
! wB97M-V def2-TZVPD RIJCOSX def2/J DEFGRID3
* xyz 2 1
Ta 0.982 0.146 0.008
C 1.264 -4.057 -1.840
C 1.625 -2.866 -1.221
N 0.712 -2.110 -0.613
C -0.552 -2.563 -0.603
C -0.895 -3.722 -1.273
N 0.008 -4.471 -1.898
C -1.498 -1.768 0.204
C -2.783 -2.172 0.475
C -3.607 -1.407 1.305
C -3.043 -0.260 1.864
C -1.746 0.085 1.571
N -0.976 -0.638 0.731
C -1.058 1.252 2.144
C -1.541 2.036 3.171
N -0.841 3.051 3.675
C 0.358 3.272 3.159
C 0.877 2.494 2.132
N 0.155 1.495 1.621
C -4.999 -1.803 1.592
C -5.729 -2.556 0.680
C -7.037 -2.896 0.992
N -7.640 -2.554 2.130
C -6.928 -1.837 3.000
C -5.620 -1.434 2.779
H 2.019 -4.675 -2.309
H 2.644 -2.521 -1.218
H -1.922 -4.058 -1.318
H -3.143 -3.106 0.071
H -3.631 0.380 2.506
H -2.506 1.842 3.620
H 0.939 4.091 3.564
H 1.863 2.664 1.733
H -5.326 -2.848 -0.281
H -7.629 -3.472 0.290
H -7.428 -1.572 3.924
H -5.105 -0.881 3.553
O 1.022 3.906 -0.352
C 1.222 2.973 -1.051
O 1.749 1.762 -0.497
C 1.033 2.854 -2.503
C 1.355 3.950 -3.294
C 1.201 3.877 -4.669
C 0.702 2.717 -5.244
C 0.348 1.630 -4.455
C 0.521 1.688 -3.078
S -0.079 0.273 -2.166
H 1.727 4.851 -2.824
H 1.461 4.725 -5.287
H 0.572 2.658 -6.316
H -0.075 0.743 -4.909
F 4.608 1.326 2.977
C 5.327 0.314 2.456
F 5.156 -0.760 3.237
F 6.613 0.661 2.488
C 4.887 0.038 1.035
C 5.751 0.234 -0.028
C 5.301 0.108 -1.348
C 3.976 -0.168 -1.573
N 3.145 -0.422 -0.543
C 3.591 -0.348 0.715
S 2.319 -0.699 1.889
H 6.779 0.506 0.170
H 5.972 0.252 -2.182
H 3.551 -0.208 -2.568
*
```

Values from the calculation:
* LUMO energy: -7.77 eV
* HOMO-LUMO gap: 0.2380 Ha

These are the natural (NBO) partial charges, in e, on atoms 1 to 2: 1.842, 0.037

[7]
C3H11NOS2 | ωB97M-V/def2-TZVPD

ORCA input file:
```
! wB97M-V def2-TZVPD RIJCOSX def2/J DEFGRID3
* xyz -1 2
S -3.384 -1.057 0.144
S -1.985 0.515 -0.068
C -0.635 -0.129 -0.999
C 0.582 -0.454 -0.263
N 1.577 0.541 0.060
C 2.279 1.049 -1.055
H -4.528 -0.583 0.647
H -0.401 0.717 -1.582
H -0.834 -0.984 -1.583
H 0.398 -1.061 0.609
H 1.135 -1.340 -0.870
H 2.159 0.416 0.884
H 1.739 1.655 -1.789
H 2.975 1.744 -0.601
H 2.857 0.229 -1.675
H -1.592 0.340 2.558
H -1.135 -1.212 2.525
O -1.205 -0.386 3.056
*
```

Values from the calculation:
* relative energy (zero: lowest compared OMol25 entry of this formula, charge and spin): 49.83 kcal per mole
* LUMO energy (spin up / spin down): 3.42 / 3.39 eV
* ⟨S²⟩: 0.75
* HOMO-LUMO gap (spin up / spin down): 0.1231 / 0.2419 Ha

These are the natural (NBO) partial charges, in e, on atoms 1 to 2: -0.668, -0.223

[8]
C16H39BCl14NO2P | ωB97M-V/def2-TZVPD

ORCA input file:
```
! wB97M-V def2-TZVPD RIJCOSX def2/J DEFGRID3
* xyz 0 1
C 2.684 0.998 2.772
C 2.047 -0.394 2.659
O 2.673 -1.292 1.766
P 2.720 -0.884 0.096
B 2.834 -0.392 -1.832
N 2.099 0.668 -2.397
O 3.671 -1.114 -2.680
H 3.143 1.131 3.750
H 1.940 1.781 2.634
H 3.466 1.150 2.032
H 0.986 -0.288 2.400
H 2.063 -0.864 3.640
H 2.651 -2.256 -0.183
H 4.045 -0.397 0.258
H 1.556 -0.098 0.303
H 2.652 1.223 -3.039
H 1.678 1.285 -1.712
H 4.584 -1.088 -2.401
Cl -1.584 2.377 3.278
C -2.504 1.810 1.851
C -1.644 0.975 0.940
Cl -0.373 1.975 0.187
H -2.884 2.690 1.339
H -3.337 1.225 2.227
H -2.230 0.546 0.131
H -1.159 0.167 1.484
Cl -0.447 -2.042 -0.640
C 0.272 -2.705 -2.135
C -0.663 -3.646 -2.842
Cl -0.923 -5.154 -1.921
H 1.202 -3.199 -1.864
H 0.494 -1.857 -2.782
H -0.236 -3.928 -3.802
H -1.636 -3.190 -3.005
Cl -5.782 -0.305 4.018
C -6.682 -0.890 2.594
C -5.809 -1.707 1.680
Cl -4.545 -0.701 0.921
H -7.084 -0.022 2.081
H -7.504 -1.504 2.957
H -6.408 -2.136 0.879
H -5.307 -2.507 2.216
Cl 2.461 5.131 -4.105
C 3.238 4.541 -5.599
C 3.610 3.086 -5.513
Cl 4.930 2.808 -4.343
H 4.112 5.160 -5.783
H 2.525 4.683 -6.409
H 3.967 2.741 -6.482
H 2.761 2.478 -5.210
Cl -1.627 7.125 0.039
C 0.129 7.434 -0.010
C 0.810 6.665 -1.110
Cl 0.800 4.911 -0.797
H 0.535 7.170 0.963
H 0.261 8.501 -0.176
H 1.851 6.975 -1.181
H 0.326 6.832 -2.068
Cl -0.998 0.105 8.581
C -0.080 1.459 7.873
C 0.206 1.250 6.410
Cl 1.355 -0.085 6.130
H 0.839 1.567 8.443
H -0.685 2.355 7.997
H 0.657 2.150 5.995
H -0.701 1.022 5.857
Cl 0.458 -9.673 -3.184
C -1.036 -8.763 -2.839
C -2.137 -9.086 -3.813
Cl -1.782 -8.482 -5.454
H -0.795 -7.705 -2.862
H -1.351 -9.036 -1.834
H -3.057 -8.603 -3.489
H -2.301 -10.157 -3.885
*
```

Values from the calculation:
* LUMO energy: 0.45 eV
* HOMO-LUMO gap: 0.3097 Ha

These are the Mulliken partial charges, in e, on atoms 1 to 2: -0.954, 0.296

[9]
C11H14FeNOS6Si | ωB97M-V/def2-TZVPD

ORCA input file:
```
! wB97M-V def2-TZVPD RIJCOSX def2/J DEFGRID3
* xyz -1 5
Fe 1.697 -0.249 -0.168
S 6.678 -0.145 5.066
C 5.509 -0.228 3.884
S 3.870 0.208 4.125
C 3.269 -0.118 2.520
C 4.184 -0.577 1.637
S 3.901 -1.020 -0.039
S 5.798 -0.755 2.278
S 1.562 0.143 2.203
S 1.774 1.961 -1.256
C 0.202 2.302 -0.694
N -0.040 2.220 0.642
C -1.231 2.433 1.227
C -2.307 2.803 0.478
C -2.123 2.919 -0.911
C -0.909 2.673 -1.489
H 0.748 1.868 1.215
H -1.259 2.283 2.297
H -3.265 2.973 0.945
H -2.964 3.194 -1.537
H -0.759 2.730 -2.557
C -2.692 -1.128 -0.231
Si -1.236 -1.734 -1.260
C -1.662 -1.348 -3.050
C -1.176 -3.599 -1.075
O 0.141 -1.044 -0.825
H -3.591 -1.708 -0.461
H -2.911 -0.076 -0.435
H -2.487 -1.230 0.838
H -2.581 -1.856 -3.357
H -0.859 -1.661 -3.722
H -1.807 -0.272 -3.186
H -2.100 -4.067 -1.429
H -1.030 -3.878 -0.028
H -0.343 -4.015 -1.646
*
```

Values from the calculation:
* LUMO energy (spin up / spin down): 2.08 / 2.07 eV
* ⟨S²⟩: 6.01
* HOMO-LUMO gap (spin up / spin down): 0.2203 / 0.2232 Ha

These are the natural (NBO) partial charges, in e, on atoms 1 to 2: 1.291, -0.197

[10]
C13H24Br2CoN4O7P2 | ωB97M-V/def2-TZVPD

ORCA input file:
```
! wB97M-V def2-TZVPD RIJCOSX def2/J DEFGRID3
* xyz 0 2
Co 0.880 0.451 0.545
N 3.399 -1.672 3.993
C 2.037 -1.758 3.336
C 1.189 -2.810 4.032
P 1.356 -0.030 3.612
O -0.187 -0.238 3.837
O 2.068 0.398 4.847
O 1.603 0.767 2.340
P 2.357 -2.043 1.549
O 2.276 -3.639 1.359
O 3.754 -1.575 1.332
O 1.192 -1.479 0.771
H 3.310 -0.891 4.685
H 4.063 -1.440 3.233
H 3.673 -2.550 4.426
H 1.005 -2.536 5.073
H 1.666 -3.791 3.986
H 0.221 -2.878 3.540
H -0.740 -0.109 3.022
H 1.427 -3.894 0.977
O 3.304 -1.329 -4.819
C 2.717 -0.880 -3.694
C 3.421 -0.600 -2.526
C 2.715 -0.149 -1.437
N 1.383 0.049 -1.431
C 0.732 -0.245 -2.553
Br -1.137 -0.056 -2.576
C 1.344 -0.699 -3.707
H 4.252 -1.435 -4.681
H 4.490 -0.747 -2.451
H 3.238 0.030 -0.504
H 0.767 -0.921 -4.591
Br -1.635 0.196 1.011
C 2.208 2.952 0.171
C 2.220 4.499 0.215
N 0.867 5.028 0.058
C 0.254 4.404 -1.113
C 0.041 2.892 -0.872
N 0.814 2.460 0.320
C 0.223 3.137 1.513
C 0.079 4.647 1.232
H 2.803 2.516 0.975
H 2.585 2.583 -0.785
H 2.851 4.898 -0.581
H 2.617 4.858 1.165
H 0.907 4.576 -1.971
H -0.697 4.896 -1.320
H 0.378 2.315 -1.729
H -1.000 2.632 -0.684
H 0.888 2.944 2.350
H -0.732 2.658 1.719
H 0.417 5.227 2.092
H -0.960 4.917 1.041
*
```

Values from the calculation:
* relative energy (zero: lowest compared OMol25 entry of this formula, charge and spin): 0.06 kcal per mole
* LUMO energy (spin up / spin down): 0.21 / 0.21 eV
* ⟨S²⟩: 0.76
* HOMO-LUMO gap (spin up / spin down): 0.3116 / 0.3125 Ha

These are the natural (NBO) partial charges, in e, on atoms 1 to 2: 1.238, -0.724

[11]
C4H5NO2 | ωB97M-V/def2-TZVPD

ORCA input file:
```
! wB97M-V def2-TZVPD RIJCOSX def2/J DEFGRID3
* xyz 0 1
C -1.063 -2.160 -0.536
C -0.008 -1.521 -0.480
C 1.170 -0.645 -0.648
O 2.177 -1.132 -1.011
N 1.018 0.748 -0.322
O -0.257 1.291 -0.324
C -0.533 1.290 1.036
H -1.898 -2.827 -1.012
H 1.577 1.367 -0.741
H 0.074 1.701 1.794
H -1.547 1.696 0.943
H -0.710 0.194 1.301
*
```

Values from the calculation:
* relative energy (zero: lowest compared OMol25 entry of this formula, charge and spin): 123.52 kcal per mole
* LUMO energy: 0.44 eV
* HOMO-LUMO gap: 0.3896 Ha

These are the natural (NBO) partial charges, in e, on atoms 1 to 2: -0.178, -0.139

[12]
C18H17CoIN2O3S2 | ωB97M-V/def2-TZVPD

ORCA input file:
```
! wB97M-V def2-TZVPD RIJCOSX def2/J DEFGRID3
* xyz -1 1
Co -1.199 0.728 -2.110
C 2.250 -0.584 -0.034
C 0.944 -0.602 -0.780
N 0.102 0.366 -0.713
N 0.323 1.347 0.275
C -0.637 2.196 0.307
S -2.010 2.261 -0.728
S -0.574 3.492 1.520
C 0.654 2.844 2.690
C 0.105 1.797 3.622
C 0.259 0.445 3.334
C -0.289 -0.522 4.168
C -0.994 -0.148 5.303
C -1.150 1.201 5.599
C -0.606 2.163 4.762
C 0.633 -1.789 -1.599
C 1.621 -2.762 -1.812
C 1.370 -3.914 -2.523
C 0.081 -4.112 -3.038
C -0.913 -3.191 -2.833
C -0.674 -1.994 -2.109
O -1.652 -1.164 -1.914
H 2.336 0.303 0.581
H 3.048 -0.579 -0.779
H 2.368 -1.472 0.588
H 0.993 3.722 3.240
H 1.477 2.451 2.096
H 0.793 0.155 2.439
H -0.171 -1.569 3.922
H -1.425 -0.901 5.950
H -1.702 1.503 6.481
H -0.742 3.215 4.987
H 2.616 -2.598 -1.420
H 2.150 -4.647 -2.680
H -0.132 -5.001 -3.621
H -1.907 -3.327 -3.236
O -1.136 -0.073 -4.739
C -2.215 0.454 -4.509
O -2.531 1.071 -3.425
H -2.976 0.524 -5.305
I 1.678 1.241 -3.747
C -0.021 2.084 -2.757
H -0.535 2.692 -3.495
H 0.391 2.692 -1.961
*
```

Values from the calculation:
* relative energy (zero: lowest compared OMol25 entry of this formula, charge and spin): 12.76 kcal per mole
* LUMO energy (spin up / spin down): 2.53 / 2.53 eV
* HOMO-LUMO gap (spin up / spin down): 0.2635 / 0.2604 Ha

These are the natural (NBO) partial charges, in e, on atoms 1 to 2: 1.030, -0.692